No. 1
Density functional theory data (the ωB97M-V functional and the def2-TZVPD basis) for a molecular structure, C34H33ClCoN3OTe.

Positions of all 74 atoms, in Å:
Co: 1.38460 -0.56668 -0.30529
Cl: 6.37746 4.67089 0.41460
C: 4.98833 3.64289 0.10521
C: 3.74239 4.22519 -0.17090
C: 2.65286 3.43740 -0.41562
C: 2.72771 2.00753 -0.38514
O: 1.66786 1.32275 -0.59366
C: 4.01334 1.44887 -0.11372
C: 4.25306 0.02016 -0.15290
N: 3.34340 -0.86962 -0.31630
C: 3.64522 -2.25736 -0.54474
C: 4.88750 -2.85182 -0.67849
C: 4.98454 -4.19200 -1.04373
C: 3.82225 -4.91422 -1.33979
C: 2.56975 -4.34951 -1.20925
C: 1.30832 -4.93254 -1.68892
C: 0.14247 -4.31867 -1.47503
C: 0.05762 -3.10259 -0.59014
N: 1.30981 -2.39130 -0.56857
C: 2.47036 -3.01682 -0.73996
C: 5.11833 2.28229 0.12087
H: 3.65166 5.30437 -0.18447
H: 1.68478 3.87497 -0.62374
H: 5.29933 -0.28967 -0.07749
H: 5.79808 -2.28356 -0.52566
H: 5.95696 -4.65445 -1.14457
H: 3.90422 -5.93244 -1.70873
H: 1.35697 -5.83813 -2.28505
H: -0.77868 -4.72206 -1.88319
H: -0.18697 -3.45297 0.42753
H: 6.08840 1.83820 0.31551
C: 1.67764 -1.58154 2.65550
N: 1.20218 -0.32696 2.09974
C: 1.92255 0.80980 2.63707
C: -0.24188 -0.18445 2.29848
C: -0.99463 -0.99991 1.29384
C: -1.86398 -1.94765 1.70699
C: -2.69096 -2.67480 0.74828
C: -2.37121 -2.66680 -0.54972
C: -1.04775 -2.06204 -0.93881
C: -0.69873 -0.78701 -0.12711
H: 1.56961 -1.61365 3.75366
H: 2.72831 -1.72945 2.40161
H: 1.10723 -2.40594 2.22536
H: 1.76130 0.92635 3.72240
H: 1.59657 1.71656 2.13013
H: 2.99095 0.68498 2.46496
H: -0.51240 0.87077 2.20879
H: -0.52355 -0.51968 3.30951
H: -2.01253 -2.11154 2.77002
H: -3.59303 -3.16269 1.10271
H: -3.01744 -3.12164 -1.29300
H: -0.98922 -1.84390 -2.00721
C: -7.06742 4.06764 -0.64181
C: -5.75841 3.32318 -0.68681
C: -5.58227 2.12212 -0.02063
C: -4.37057 1.43125 -0.04121
C: -4.25875 0.14242 0.70888
C: -3.28277 1.94621 -0.74923
Te: -1.25679 1.17395 -0.88999
C: -3.44830 3.16838 -1.43109
C: -2.33620 3.80764 -2.22616
C: -4.67305 3.82736 -1.38999
H: -7.84435 3.46538 -0.16944
H: -7.41044 4.33268 -1.64410
H: -6.97726 4.99701 -0.07417
H: -6.41137 1.69690 0.53807
H: -5.20967 -0.13938 1.16452
H: -3.50353 0.20280 1.49558
H: -3.94171 -0.66225 0.04924
H: -1.99550 3.15665 -3.03464
H: -1.46318 4.01609 -1.60251
H: -2.67456 4.74827 -2.66165
H: -4.77488 4.76778 -1.92473

energy = -3665.949274 hartree
HOMO-LUMO gap (spin up / spin down) = 6.363 / 6.367 eV
multiplicity = 2
highest occupied orbital energy (spin up / spin down) = -3.81 / -3.81 eV
total charge = -1

***

No. 2
Density functional theory data (the ωB97M-V functional and the def2-TZVPD basis) for a molecular structure, C34H33CrN2O4 at a distorted geometry.

Positions of all 74 atoms, in Å:
C: -0.05849 -4.65072 0.16250
N: -0.03969 -3.23049 0.08294
C: 0.17265 -2.60139 -1.18701
C: -1.10870 -2.05551 -1.82042
C: -2.04249 -1.47628 -0.79351
N: -3.23289 -0.95983 -1.25889
C: -3.73003 -1.51842 -2.52230
C: -5.09540 -0.97220 -2.92073
O: -5.97551 -0.83614 -1.80519
C: -5.42137 0.08929 -0.86535
C: -4.15817 -0.47999 -0.23106
C: -1.75793 -1.54720 0.54231
C: -0.73874 -2.47190 1.08902
H: 0.06513 -4.97933 1.20635
H: -1.03018 -5.05073 -0.19047
H: 0.72483 -5.08592 -0.47850
H: 0.85348 -1.75187 -1.03214
H: 0.65115 -3.33837 -1.84949
H: -0.82762 -1.29456 -2.56863
H: -1.58062 -2.89931 -2.35421
H: -3.01572 -1.30111 -3.33312
H: -3.81306 -2.62313 -2.45381
H: -4.94098 -0.00243 -3.42968
H: -5.61374 -1.68418 -3.57642
H: -5.17102 1.06827 -1.32425
H: -6.20634 0.20077 -0.10493
H: -4.44599 -1.30629 0.44977
H: -3.66722 0.30456 0.36886
H: -2.30152 -0.96081 1.28275
H: -1.18684 -3.17747 1.80992
H: -0.00871 -1.87376 1.66281
O: 6.18982 4.21845 -0.48031
C: 5.66925 3.23245 -0.81667
Cr: 4.84007 1.50001 -0.91751
C: 4.09030 2.06217 0.73097
O: 3.81774 2.47891 1.78611
C: 6.35317 1.11837 0.18497
O: 7.20790 1.13025 0.97849
C: 5.27732 0.75006 -2.93034
C: 4.31844 1.76625 -2.97855
C: 3.15895 1.69037 -2.18633
C: 2.87405 0.51714 -1.44717
C: 1.66278 0.34491 -0.67392
C: 0.85371 0.54228 0.24002
C: 0.03435 0.97320 1.28507
C: 0.41447 0.54232 2.62567
C: 1.49981 -0.37261 2.75551
C: 1.96249 -0.79240 4.00054
C: 1.40252 -0.26779 5.17271
C: 0.32996 0.62680 5.07214
C: -0.20217 0.95832 3.82700
C: -1.02486 1.91231 0.93106
C: -1.38554 2.01456 -0.43885
C: -2.39586 2.86875 -0.86839
C: -3.08988 3.65706 0.05628
C: -2.73409 3.59895 1.40787
C: -1.67170 2.79889 1.82377
C: 3.93818 -0.38760 -1.25612
C: 5.09919 -0.31205 -2.04091
H: 6.18781 0.82599 -3.52972
H: 4.47060 2.62080 -3.63616
H: 2.44006 2.51389 -2.17923
H: 1.99192 -0.73973 1.85107
H: 2.77590 -1.51871 4.04544
H: 1.80039 -0.55325 6.14832
H: -0.10734 1.06487 5.97221
H: -1.11522 1.54235 3.79294
H: -0.82211 1.43555 -1.17399
H: -2.62464 2.92304 -1.93496
H: -3.88459 4.32471 -0.28277
H: -3.26950 4.20161 2.14472
H: -1.30653 2.92165 2.83747
H: 3.81426 -1.18280 -0.51650
H: 5.86035 -1.08384 -1.93907

energy = -2769.634271 hartree
HOMO-LUMO gap (spin up / spin down) = 6.664 / 5.164 eV
multiplicity = 4
highest occupied orbital energy (spin up / spin down) = -12.29 / -13.13 eV
total charge = +2

***

No. 3
Density functional theory data (the ωB97M-V functional and the def2-TZVPD basis) for a molecular structure, C34H33EuN11O3SSe2 at a distorted geometry.

Positions of all 85 atoms, in Å:
Eu: 0.21470 0.12760 0.18850
Se: -2.98640 -1.91630 2.21940
Se: -2.11430 -1.65980 0.05980
C: -3.20730 -0.09580 -0.31460
C: -4.23640 -0.11630 -1.24420
C: -4.92670 1.06480 -1.46440
C: -4.56660 2.19130 -0.73730
C: -3.54360 2.08470 0.19330
N: -2.86560 0.96480 0.39830
C: -1.33250 -2.08660 3.18140
C: -1.38810 -2.55520 4.49440
C: -0.20050 -2.83190 5.13620
C: 0.98740 -2.66420 4.43460
C: 0.93270 -2.16960 3.14640
N: -0.20320 -1.85190 2.52660
H: -4.46830 -1.02740 -1.77580
H: -5.72560 1.10650 -2.19080
H: -5.07480 3.12990 -0.88930
H: -3.25080 2.93270 0.79580
H: -2.34880 -2.71090 4.96550
H: -0.19550 -3.19240 6.15360
H: 1.93470 -2.91280 4.88450
H: 1.84140 -2.03360 2.57950
C: -2.45120 -1.29640 -4.62720
C: -1.83220 -0.99070 -3.30150
N: -1.49210 -1.89850 -2.45740
O: -1.64600 -3.22030 -2.84800
C: -1.58450 0.37830 -2.88050
C: -2.03200 1.54590 -3.71080
N: -0.99200 0.47960 -1.72980
O: -0.70210 1.66140 -1.20270
H: -3.21330 -2.06290 -4.48560
H: -1.70450 -1.71480 -5.30150
H: -2.88930 -0.41280 -5.08070
H: -1.31980 -3.72950 -2.08990
H: -1.54270 1.56010 -4.68450
H: -1.78340 2.45910 -3.17150
H: -3.11240 1.50980 -3.85770
N: 2.84960 -3.64710 -1.56180
C: 3.01340 -4.53060 -0.48850
C: 4.22290 -5.18480 -0.29910
C: 4.37340 -6.07140 0.75760
C: 3.33110 -6.27830 1.64380
C: 2.12760 -5.60240 1.47790
C: 1.97050 -4.74170 0.40950
S: 0.45940 -3.82230 0.15490
N: 0.99460 -2.47000 -0.70660
C: 2.00820 -2.56210 -1.50200
C: 2.31840 -1.41790 -2.36660
C: 3.29680 -1.47670 -3.36220
C: 3.57340 -0.34290 -4.10110
C: 2.82870 0.80550 -3.86310
C: 1.85240 0.76400 -2.88260
N: 1.61530 -0.29870 -2.11930
H: 3.66770 -3.55600 -2.14410
H: 5.03860 -5.00930 -0.98710
H: 5.30780 -6.59780 0.88590
H: 3.45310 -6.96360 2.46790
H: 1.30240 -5.75490 2.15630
H: 3.83070 -2.38880 -3.58390
H: 4.34960 -0.35420 -4.84970
H: 2.99500 1.70230 -4.43810
H: 1.21840 1.62040 -2.68970
N: 1.55080 4.48430 1.12290
C: 2.46480 4.46280 0.11090
C: 2.37530 3.21950 -0.44980
N: 1.43510 2.48900 0.19520
C: 0.93980 3.26540 1.14300
C: -0.07610 2.82530 2.06420
N: -0.59540 1.60550 2.05750
C: -1.47050 1.55150 3.09430
C: -1.49730 2.75400 3.74080
N: -0.61190 3.55280 3.07960
H: 1.38390 5.27040 1.72880
H: 3.09070 5.30000 -0.12140
H: 2.92980 2.80410 -1.26890
H: -2.01920 0.65520 3.31370
H: -2.05520 3.09850 4.58570
H: -0.41170 4.50900 3.31710
C: 4.01340 -0.25430 1.02660
C: 2.52120 -0.20550 0.65790
O: 1.76000 0.14560 1.59170
H: 4.20250 0.11810 2.03540
H: 4.57670 0.33260 0.30380
H: 4.35450 -1.28580 0.94200

energy = -8054.729279 hartree
HOMO-LUMO gap (spin up / spin down) = 3.534 / 6.206 eV
multiplicity = 8
highest occupied orbital energy (spin up / spin down) = -3.62 / -6.29 eV

***

Question: The highest multiplicity belongs to which entry?
Answer: C34H33EuN11O3SSe2

***

Question: The lowest multiplicity belongs to which entry?
Answer: C34H33ClCoN3OTe

***

Question: Number 2 is which compound?
Answer: C34H33CrN2O4